1.
{
  "formula": "C21H17Cl2N5O4",
  "method": "the ωB97M-V functional and the def2-TZVPD basis",
  "species": ["C", "O", "C", "C", "C", "O", "C", "C", "Cl", "C", "C", "C", "C", "C", "C", "N", "C", "O", "C", "N", "C", "N", "C", "O", "C", "C", "N", "N", "C", "C", "C", "Cl", "H", "H", "H", "H", "H", "H", "H", "H", "H", "H", "H", "H", "H", "H", "H", "H", "H"],
  "xyz": [[-0.094754, 3.141274, 7.457454], [-0.844990, 2.096876, 6.914999], [-0.158686, 1.252268, 5.898265], [0.863404, 0.387608, 6.193293], [1.592307, -0.329906, 5.144923], [2.787939, -0.904518, 5.447241], [3.492569, -0.450963, 6.684123], [1.116501, -0.272381, 3.888013], [1.836937, -1.132265, 2.500880], [-0.010002, 0.493335, 3.556560], [-0.592491, 0.575000, 2.187819], [-1.573815, -0.381967, 1.797107], [-2.140243, -0.379747, 0.568543], [-1.691800, 0.507263, -0.377736], [-1.801514, 0.584830, -1.760702], [-2.474949, -0.467062, -2.426564], [-2.141487, -1.150221, -3.505069], [-2.965633, -2.078688, -3.683855], [-0.836718, -0.963384, -4.252525], [-0.334628, 0.291549, -4.802359], [0.870419, -0.077465, -5.279037], [1.074952, -1.471254, -5.070494], [0.037920, -1.979390, -4.585812], [0.153072, -3.168601, -4.070349], [1.583529, -3.260604, -3.855724], [2.312564, -2.285922, -4.835802], [-1.170479, 1.761532, -2.103090], [-0.426836, 2.261866, -1.033803], [-0.824903, 1.508072, -0.041041], [-0.270335, 1.577623, 1.261387], [-0.488868, 1.373200, 4.547813], [-1.690232, 2.589182, 3.974122], [0.123766, 2.968033, 8.525373], [-0.693612, 4.030705, 7.339059], [0.816581, 3.370634, 6.854376], [1.178218, 0.295063, 7.227661], [3.398324, -1.040697, 7.586408], [4.517629, -0.434790, 6.298425], [3.242168, 0.549100, 7.025743], [-1.659545, -1.222716, 2.427196], [-2.892971, -1.124171, 0.279544], [-3.248637, -0.881455, -1.935650], [1.719948, 0.533378, -5.734649], [1.829430, -3.246593, -2.740997], [1.881160, -4.255222, -4.198221], [2.562805, -2.583892, -5.851807], [3.166110, -1.826259, -4.252397], [-0.792549, 1.936016, -3.071666], [0.434425, 2.364278, 1.473838]],
  "atomic_forces_ev_per_a": [[1.0634, 0.7967, -0.3377], [1.0128, -3.1001, -2.6800], [-0.8527, 1.9056, 1.1356], [0.8888, -0.7642, -0.6738], [0.1522, 1.4608, 3.7893], [-0.0405, 0.1653, 1.4400], [0.4346, 0.2101, -1.7327], [-0.8670, -0.7182, -2.8861], [0.0452, 0.2225, 1.1476], [0.1128, 1.5957, 0.9065], [0.3518, 1.4124, -1.8797], [0.7869, 0.0802, -0.0115], [-0.9650, -1.8370, 0.3666], [-0.5222, 0.1407, -1.4142], [-0.4919, -0.0711, 0.7881], [1.1164, 4.0690, 1.1783], [-1.1648, -3.1309, -1.5514], [1.9686, 0.4580, -1.3324], [-1.5929, 1.8092, -0.9952], [1.7614, -2.8848, 0.2524], [-0.1928, -0.0323, 0.5399], [5.7051, 4.9199, -2.9059], [-5.4099, 1.0013, 3.4763], [1.2894, -1.8241, 0.5358], [1.1946, -2.9191, -0.0110], [-1.4749, 0.9936, 1.1768], [1.2844, -1.3851, -1.2415], [-0.9058, 0.4644, -2.2677], [1.6249, 1.1455, 2.0768], [-0.0964, -1.2037, 1.6014], [-1.7729, 0.2437, -1.2398], [0.7305, -0.7508, 1.0645], [0.1262, 0.0471, -0.4616], [-0.3325, 0.4256, 0.3267], [-0.3358, -0.4559, 0.6539], [-0.0244, -0.0712, -0.1870], [-0.3200, -0.9259, -0.3336], [-0.1000, -0.1248, 0.6044], [-0.2622, 0.3055, -0.6448], [-0.7881, -0.7201, 0.8618], [0.4353, 0.0469, 0.3293], [-0.2031, 0.1008, -0.0349], [-1.7320, -0.7839, 0.7366], [-0.3221, 0.7701, -1.5541], [-0.2044, -0.2120, 0.3904], [0.6280, -0.9305, 0.5102], [-1.1387, 0.1337, -1.1142], [-0.7278, -0.1720, 1.4153], [0.1273, 0.0931, 0.1867]],
  "nbo_charge": [-0.249, -0.520, 0.269, -0.326, 0.364, -0.501, -0.264, -0.079, -0.005, -0.066, -0.033, -0.227, -0.159, -0.212, 0.332, -0.584, 0.651, -0.624, -0.111, -0.427, 0.145, -0.362, 0.464, -0.433, -0.107, -0.243, -0.337, -0.296, 0.180, -0.182, -0.028, -0.008, 0.176, 0.191, 0.178, 0.233, 0.192, 0.209, 0.188, 0.215, 0.206, 0.430, 0.216, 0.216, 0.204, 0.225, 0.235, 0.441, 0.223],
  "relative_energy_kcal_mol": 69.2,
  "multiplicity": 1,
  "smiles": "COc1cc(OC)c(Cl)c(-c2ccc3c(NC(=O)c4ncn5c4OCC5)[nH]nc3c2)c1Cl",
  "orbital_gap_ev": 7.85,
  "total_energy_ha": -2305.39187,
  "lumo_ev": 0.3
}

---

2.
{
  "formula": "C4H4N2",
  "method": "the ωB97M-V functional and the def2-TZVPD basis",
  "species": ["C", "C", "N", "N", "C", "C", "H", "H", "H", "H"],
  "xyz": [[0.823880, 0.953245, -0.014139], [1.388150, -0.411346, -0.132800], [0.521208, -1.339267, -0.417608], [-0.636489, -1.541445, -0.496576], [-1.470842, 0.124345, 0.305440], [-0.395098, 0.913261, 0.481262], [1.424036, 1.827976, -0.247080], [2.395101, -0.672451, 0.146446], [-2.164991, -0.292166, 1.022066], [-1.884958, 0.437847, -0.647010]],
  "atomic_forces_ev_per_a": [[-0.1555, 0.2667, 0.3120], [0.2896, -0.2699, -0.2185], [-0.9487, 0.1199, -0.1639], [1.4092, -0.2293, -0.2025], [-0.5131, 0.9893, 0.1839], [0.2966, -0.2770, -0.1396], [-0.0382, -0.1873, 0.2646], [-0.0499, -0.0852, -0.0096], [0.1595, 0.3409, 0.2932], [-0.4495, -0.6681, -0.3195]],
  "nbo_charge": [-0.315, -0.202, -0.017, -0.050, -0.449, 0.089, 0.240, 0.225, 0.230, 0.248],
  "relative_energy_kcal_mol": 111.0,
  "multiplicity": 1,
  "orbital_gap_ev": 8.04,
  "total_energy_ha": -264.14953,
  "lumo_ev": 0.0
}

---

3.
{
  "formula": "CH6N2O2",
  "method": "the ωB97M-V functional and the def2-TZVPD basis",
  "species": ["N", "H", "H", "H", "H", "N", "C", "O", "O", "H", "H"],
  "xyz": [[-1.876699, 0.632505, 0.732647], [-0.744546, 0.609631, 0.049955], [-2.550533, 1.424675, 0.484371], [-2.157864, -0.232302, 0.359003], [-1.871923, 0.578952, 1.739616], [2.057407, -0.746515, -1.076660], [0.971687, -0.469815, -0.247669], [0.803776, -1.213546, 0.726934], [0.185205, 0.514486, -0.628010], [2.360353, 0.007272, -1.634490], [2.823139, -1.105343, -0.505697]],
  "atomic_forces_ev_per_a": [[-1.4647, 2.8487, 0.2834], [1.7479, 0.1481, -0.5792], [1.2109, -1.7493, 0.1886], [-1.0361, -1.2826, -0.3902], [0.3226, -0.1953, 0.1862], [0.1444, -0.2276, 1.0158], [-0.1527, -1.0583, 0.6166], [-0.4523, 1.0140, -0.4669], [-0.0864, -0.2919, 0.3237], [0.1740, 0.9357, -0.7762], [-0.4077, -0.1415, -0.4017]],
  "nbo_charge": [-0.996, 0.472, 0.396, 0.401, 0.402, -0.845, 0.878, -0.713, -0.752, 0.372, 0.386],
  "relative_energy_kcal_mol": 12.3,
  "multiplicity": 1,
  "orbital_gap_ev": 9.98,
  "total_energy_ha": -301.72452,
  "lumo_ev": 0.5
}